# C23H31AuN2O2S2Si

A molecular structure, C23H31AuN2O2S2Si (ωB97M-V/def2-TZVPD, OMol25).

The energy comes out at -2376.51894 Ha. The value obtained for the gap between HOMO and LUMO (alpha / beta) is 6.7 / 5.5 eV. Its net charge is 0. Its spin multiplicity is 3. The HOMO energy (alpha / beta) is -0.251 / -0.295 Ha. The calculation puts the relative energy (zero: lowest compared OMol25 entry of this formula, charge and spin) at 0.9 kcal/mol.

Positions of all 62 atoms, in Å:
H  -2.01258  -3.38597  -1.12418
N  -1.60230  -1.09108  0.04502
C  -2.14153  3.44520  3.24203
C  -0.40215  4.39601  0.91167
C  0.91768  -2.22910  -2.81660
H  -1.65724  -2.24495  -3.44185
C  -1.84629  -2.23955  0.66011
H  0.90874  1.24838  -2.81354
H  -2.77141  -4.29909  4.63406
H  -2.33760  2.65039  3.96381
C  -1.16628  -1.45919  -4.01002
C  -0.60104  -1.73937  4.25274
H  -1.26872  4.55706  0.26725
H  2.74181  -2.83481  -1.87042
C  2.97965  1.79941  -0.31117
C  0.32693  -1.47079  -3.82013
N  -1.78236  -1.08671  -1.26804
C  -2.32210  -3.37730  2.77798
H  -3.51190  -3.26528  -0.23335
C  -0.68522  -1.52817  2.82036
C  -2.43145  -3.38516  -0.12164
H  1.03530  3.63752  3.75366
H  -3.05534  3.60974  2.66836
O  0.98911  0.67918  -0.83177
H  -2.22812  -4.34117  0.35181
Si  -0.71047  2.99016  2.11433
H  0.29207  -2.80926  -2.15184
C  2.51927  -0.72628  -4.50653
H  2.75566  -0.34732  -0.49500
H  -1.22847  -2.84352  5.94342
H  4.04904  1.68461  -0.13669
C  2.20317  0.51154  -0.09605
C  3.10072  -1.48930  -3.50203
C  -1.31584  -2.70207  4.87374
C  -2.19341  -3.54014  4.12464
C  -1.62466  -2.36816  2.06352
O  0.06737  -0.69162  2.28593
S  -1.92517  0.13702  -3.58300
H  4.17639  -1.49703  -3.37890
H  1.70147  2.51919  2.55459
C  2.62801  2.11882  -1.76339
C  0.82497  2.73748  3.16769
H  0.47936  2.50182  -1.63759
H  0.45349  4.17836  0.26789
C  2.29669  -2.24117  -2.65888
C  1.14235  -0.72015  -4.66317
H  -3.01914  -4.00639  2.24364
H  -1.91879  4.36111  3.79784
C  -1.96291  0.09139  -1.83950
H  1.94086  0.30957  0.94188
H  -0.19561  5.32786  1.44533
Au  -1.19129  0.98367  0.99336
H  3.24458  1.52148  -2.43914
H  2.60196  2.58292  0.35076
C  1.16934  1.67855  -1.84467
H  0.68880  1.90150  3.85562
H  2.75715  3.16985  -2.02020
H  0.69098  -0.12227  -5.44751
H  -1.42219  -1.58340  -5.06367
H  3.14025  -0.14093  -5.17298
H  0.08066  -1.09039  4.78608
S  -2.37224  1.56731  -1.09565



# C23H31Br15F4NO2

A molecular structure, C23H31Br15F4NO2 in a non-equilibrium geometry (ωB97M-V/def2-TZVPD, OMol25).

The energy comes out at -40108.89913 Ha. The value obtained for the gap between HOMO and LUMO is 6.7 eV. Its net charge is +1. The HOMO energy is -0.417 Ha.

Positions of all 76 atoms, in Å:
H  2.68565  1.81392  5.55377
C  1.58656  -4.69107  0.99388
Br  3.52574  -1.10458  -5.94919
C  1.17043  3.98799  3.21406
H  3.80131  5.01707  3.71506
C  1.49123  5.20126  2.15892
H  0.34710  -3.04756  0.01918
Br  2.53365  1.96047  -6.02546
H  3.16566  6.23257  1.01224
H  4.85521  4.03051  2.37482
Br  -6.48949  -7.86244  0.91146
H  -4.24368  -3.45503  0.91830
H  4.10814  4.32410  -0.43037
C  1.99315  0.09185  -6.01089
C  -7.26238  -6.27572  1.72941
O  0.85798  -0.84736  -1.57844
H  -0.80815  0.40290  -1.13122
Br  -2.91075  -5.49940  1.43876
H  -0.74341  -1.16573  -0.09269
C  -3.16372  -3.63131  0.95887
H  1.42442  -0.06930  -5.08915
C  -0.63218  2.88739  0.58869
C  4.21158  4.98734  2.60573
H  3.39054  -0.64499  3.34487
Br  0.80505  -0.32950  -7.49242
H  2.15568  4.02367  -0.42536
H  2.72416  -2.02990  0.01264
H  0.62898  5.38252  1.35346
C  0.48822  1.91156  1.32607
Br  -6.51087  -4.64104  0.98971
H  1.48647  6.20218  2.81161
Br  -2.45689  -3.23630  -0.80988
C  3.13040  4.10035  0.21724
C  -1.79029  3.45859  1.61844
C  -9.22480  -8.49910  -2.29466
N  2.38994  1.50384  3.28789
H  -0.00735  3.75563  0.05852
H  -1.66104  2.92390  2.65779
H  1.62595  3.77447  -9.31244
H  -1.66351  4.63105  1.76060
H  1.82477  4.22719  4.18391
F  2.20445  -5.11657  2.27022
H  4.94796  5.92365  2.52595
H  2.99748  -2.52153  1.81643
F  0.49777  -5.62126  0.51444
C  4.68656  2.19996  4.48846
C  3.23763  1.86433  4.50828
Br  -9.92419  -7.55612  -0.74363
Br  -8.36277  -10.17060  -1.79763
C  2.99013  5.14503  1.47397
C  1.80231  -0.57649  1.51136
C  0.89896  3.38389  -10.03213
H  0.04767  4.16339  3.58152
Br  -2.44294  -2.43261  2.31078
F  -3.14360  3.18847  1.03646
H  -8.32945  -6.27684  1.48368
C  1.38488  2.47008  2.62618
C  0.91509  -3.16055  1.06265
Br  -0.70912  2.94056  -9.03135
H  -0.55039  -1.54476  -2.59167
O  0.16970  -0.83290  -2.69086
F  2.56819  -4.62566  -0.15206
H  -1.21832  2.35839  -0.28417
H  0.20432  -3.04838  1.98590
Br  0.57577  4.79243  -11.33430
H  -10.08191  -8.75664  -2.92557
Br  -8.05355  -7.36984  -3.36100
C  0.69329  0.39972  0.72832
H  3.33256  3.02812  0.69752
C  2.60528  0.06008  2.78672
C  -0.07211  -0.28641  -0.54207
H  4.98886  3.25516  4.95690
H  5.55509  1.54302  4.06007
Br  -7.12620  -6.32195  3.66936
C  2.17233  -2.11002  1.06824
Br  1.69887  1.81093  -10.85068



> net charge of number 1 (C23H31AuN2O2S2Si)?

0



> Which of these has the lowest net charge?

C23H31AuN2O2S2Si